Record 1
Formula: C12H18N6
Source: the OMol25 dataset
Level of theory: wB97M-V/def2-TZVPD

Geometry (Å):
N  -1.12194  -1.76117  2.34379
N  -0.56272  3.49608  2.14284
N  -6.50587  -0.62100  0.57900
N  4.24336  -2.24671  -0.22210
N  -2.80542  1.01582  -1.11319
N  3.01040  2.47576  1.07849
C  5.13388  -2.89632  -0.55178
C  -0.38370  -1.42606  1.50822
C  -1.30161  2.62837  2.34246
C  2.60005  2.94951  0.07507
C  2.17072  3.51761  -1.14938
C  6.26620  -3.65466  -1.14133
C  -2.16723  1.49683  2.69203
C  -4.26184  -1.61719  1.45530
C  -2.39651  0.90151  -2.17105
C  0.69206  -1.11170  0.56214
C  -1.82115  0.84484  -3.52098
C  -5.51156  -1.05509  0.95063
H  -4.13600  -1.34819  2.50406
H  -1.55514  1.84283  -3.86934
H  -4.32027  -2.70216  1.36846
H  6.73438  -4.27048  -0.37344
H  -2.41681  0.92005  1.80145
H  2.98179  3.36511  -1.86143
H  6.99816  -3.00751  -1.62456
H  -3.12745  1.79094  3.11577
H  -0.86994  0.31600  -3.46071
H  0.58644  -0.06958  0.26058
H  1.35751  2.86133  -1.45935
H  0.49908  -1.71499  -0.32492
H  2.01112  4.59082  -1.04518
H  5.97241  -4.28737  -1.97887
H  -3.42667  -1.24692  0.86075
H  -1.64855  0.83475  3.38537
H  1.64514  -1.27551  1.06505
H  -2.56235  0.46444  -4.22385

## Properties
frontier orbital gap	11.347	eV
energy above the lowest of the compared OMol25 structures with the same formula, charge and spin	67.7	kJ/mol
SMILES	CC#N.CC#N.CC#N.CC#N.CC#N.CC#N

Record 2
Formula: C12H18NO
Source: the OMol25 dataset
Level of theory: wB97M-V/def2-TZVPD

Geometry (Å):
O  1.81851  1.44172  -1.51167
N  1.18823  -0.32079  2.24658
C  -0.94631  1.88378  -1.52539
C  -3.20019  1.03895  -1.51759
C  3.17524  1.05537  -1.53230
C  2.44333  -2.07630  3.41388
C  -2.30082  2.10702  -1.51650
C  -0.42629  0.57412  -1.54016
C  -2.69630  -0.26347  -1.52914
C  1.79596  -1.64301  2.14467
C  1.84335  -2.84309  4.30252
C  -1.34238  -0.50372  -1.54334
C  -4.66951  1.27817  -1.50824
C  0.96410  0.39251  -1.55738
H  -2.67821  3.11600  -1.51041
H  1.02173  -2.36813  1.86038
H  2.52681  -1.65557  1.32256
H  -0.96709  -1.51259  -1.55273
H  0.80757  -0.01717  1.35758
H  0.85358  -3.21938  4.13648
H  3.41902  -1.67322  3.63426
H  1.89399  0.36100  2.49586
H  3.39713  0.48775  -2.43746
H  2.31163  -3.09729  5.23297
H  -5.13654  0.83484  -2.38959
H  1.36612  -0.60798  -1.61505
H  -4.89503  2.34689  -1.50530
H  -3.39551  -1.08329  -1.52381
H  -5.12578  0.83191  -0.62281
H  -0.24658  2.70225  -1.53257
H  3.78019  1.96072  -1.53347
H  3.42005  0.47202  -0.64283

## Properties
frontier orbital gap	6.251	eV
energy above the lowest of the compared OMol25 structures with the same formula, charge and spin	173.5	kJ/mol
total charge	+1

Record 3
Formula: C12H18O2Pt
Source: the OMol25 dataset
Level of theory: wB97M-V/def2-TZVPD

Geometry (Å):
Pt  1.71920  -0.92511  -0.32540
O  1.76516  -3.31121  -0.37300
O  2.70898  -2.48718  -0.24711
C  -1.08839  -0.91656  -0.04644
C  -0.07849  1.03554  -1.13161
C  0.76918  0.33929  1.11882
C  -1.13203  0.08518  -1.04480
C  -0.00785  1.97765  -2.27430
C  -2.05045  -2.03038  -0.02966
C  -0.05158  -1.88669  2.06744
C  1.69947  2.42439  0.01348
C  -2.26902  0.15779  -1.99675
C  0.85238  1.19973  -0.04194
C  1.44874  0.70115  2.40422
C  -0.06763  -0.85043  0.99688
H  -0.97827  -1.84587  2.64753
H  -2.80962  -1.86379  0.74485
H  2.11550  2.69713  -0.95257
H  2.51552  2.34507  0.72722
H  -1.57250  -2.97396  0.23443
H  -0.45514  2.93824  -1.99194
H  -2.06188  -0.44046  -2.88923
H  -0.00123  -2.89423  1.64536
H  1.46475  1.78019  2.54264
H  -0.53773  1.61799  -3.15219
H  1.07595  3.26931  0.32917
H  2.48708  0.35694  2.41912
H  0.78228  -1.76877  2.75728
H  -2.44800  1.17877  -2.32084
H  0.94079  0.26395  3.25930
H  1.01851  2.20012  -2.56423
H  -3.18379  -0.22130  -1.55046
H  -2.56990  -2.15249  -0.97529

## Properties
frontier orbital gap (spin up / spin down)	6.583 / 5.768	eV
total charge	+2
spin multiplicity	3

Record 4
Formula: C12H19BF4ILuN4O
Source: the OMol25 dataset
Level of theory: wB97M-V/def2-TZVPD

Geometry (Å):
Lu  0.00073  0.00135  -0.25233
I  0.78923  1.40815  -2.41923
F  1.29833  -0.43045  3.65227
F  -1.00657  -0.94025  3.61747
F  -0.32097  1.31705  3.68677
F  0.00073  0.00135  1.74767
O  -2.75207  -0.45245  -0.07873
N  0.69133  2.44925  1.37267
N  1.99513  -2.18745  -1.01423
N  -1.24147  2.82935  0.51487
N  0.02003  -3.01745  -1.19763
C  2.15703  -3.52485  -1.34013
C  0.67193  -1.84545  -0.91833
C  -1.42447  -3.22815  -1.11753
C  -0.27557  1.86995  0.59717
C  -2.45607  2.74195  -0.29313
C  0.33493  3.73005  1.76237
C  3.10563  -1.32125  -0.62683
C  -2.06817  -0.30735  -2.36463
C  -1.83827  -0.29945  -0.85393
C  0.91173  -4.04625  -1.46283
C  -0.88777  3.96775  1.22557
C  2.00313  1.85575  1.61457
B  0.00073  0.00135  3.15767
H  2.81703  -0.28365  -0.80293
H  -2.18617  0.73555  -2.67793
H  2.12463  1.69695  2.68767
H  -2.98647  -0.86245  -2.58093
H  3.97473  -1.56385  -1.24163
H  -1.79677  -2.74885  -0.21233
H  2.05323  0.89335  1.09847
H  0.97313  4.34175  2.37917
H  -1.53617  4.82675  1.28597
H  -3.17777  2.06725  0.16667
H  -1.21127  -0.70515  -2.90663
H  3.34373  -1.47585  0.43037
H  -2.87407  3.74595  -0.38153
H  -1.60887  -4.30185  -1.05143
H  3.13063  -3.97415  -1.45183
H  -1.92727  -2.82615  -2.00053
H  -2.18587  2.37635  -1.28553
H  0.57893  -5.04125  -1.71073
H  2.78523  2.52695  1.24607

## Properties
frontier orbital gap (spin up / spin down)	3.742 / 0.114	eV
total charge	-2

Record 5
Formula: C12H19Cl2N3OYb
Source: the OMol25 dataset
Level of theory: wB97M-V/def2-TZVPD

Geometry (Å):
Yb  -0.15514  2.54625  2.22976
Cl  0.49794  2.11218  4.57893
Cl  -1.23403  3.52096  0.27544
O  1.81267  -0.95935  1.24919
N  0.40267  -1.81768  2.85387
N  -2.38967  0.80908  1.46464
N  -0.23565  0.02927  1.55661
C  1.48973  -2.66208  3.36168
C  0.62818  -0.90959  1.87751
C  -1.53439  -0.21226  1.84978
C  -0.43700  1.69764  -3.78050
C  -0.87155  -0.00431  -1.93283
C  -1.90973  -1.28840  2.66786
C  -1.38570  1.21992  -2.65839
C  1.01064  1.66108  -3.33060
C  -0.92336  -2.07498  3.20905
C  1.41370  0.20806  -2.91501
C  0.46920  -0.35650  -1.88726
C  1.93481  -0.63931  -0.13978
H  2.64649  -1.40942  -0.43394
H  2.43025  -2.38461  2.90084
H  1.66964  2.01447  -4.13136
H  0.76918  -1.27347  -1.34817
H  1.16240  2.32523  -2.47329
H  -3.38984  0.62569  1.49946
H  -2.09397  1.38637  0.63349
H  -1.08441  -2.90876  3.86361
H  -2.94109  -1.43497  2.97473
H  2.41188  0.17195  -2.47870
H  -1.65314  -0.53593  -1.35548
H  2.24757  0.39738  -0.16918
H  1.29863  -3.72497  3.11871
H  -0.73050  2.69372  -4.09512
H  1.47266  -0.39428  -3.84907
H  -0.53740  1.04356  -4.65168
H  1.60479  -2.59402  4.45324
H  -2.40445  1.05887  -3.07006
H  -1.46204  2.06322  -1.91795

## Properties
frontier orbital gap (spin up / spin down)	4.133 / 4.119	eV
energy above the lowest of the compared OMol25 structures with the same formula, charge and spin	0.0	kJ/mol
total charge	-1
spin multiplicity	2

Record 6
Formula: C12H19Cl4IN5O4P2
Source: the OMol25 dataset
Level of theory: wB97M-V/def2-TZVPD

Geometry (Å):
I  -1.63085  -3.64747  -4.13706
Cl  -1.15064  1.40023  3.71141
Cl  -3.08690  3.43792  -6.20493
Cl  -0.93326  3.93305  5.97274
Cl  -3.68449  2.06638  -3.14803
P  2.45387  -3.43417  1.68255
P  -0.93572  -0.70705  -2.15857
O  -0.38785  0.33635  -3.02810
O  1.95882  -2.66991  2.99375
O  3.77024  -4.18364  2.15399
O  1.44833  -4.41047  1.25081
N  0.84291  2.43950  0.39178
N  0.09177  -2.11819  -2.00887
N  -0.17949  -3.23401  -2.73799
N  1.81205  -1.67654  -0.37006
N  1.54801  -3.70019  -1.54927
C  -2.77265  4.18409  -4.61831
C  0.70132  -4.18310  -2.44001
C  1.48636  -0.32041  -0.07805
C  1.48611  1.98783  -0.68404
C  -2.34943  3.16740  -3.58969
C  0.52000  1.43346  1.21689
C  0.77908  0.09536  1.04492
C  1.84376  0.68337  -0.96503
C  -1.68890  1.37013  5.42092
C  -2.21959  2.70756  5.86785
C  1.20157  -2.46527  -1.24853
C  2.95757  -2.27075  0.34830
H  -2.65340  2.61344  6.86191
H  3.50941  -1.45696  0.82646
H  0.43139  -0.61792  1.78094
H  -3.67093  4.71421  -4.31148
H  -2.98598  3.07959  5.19217
H  -1.05695  -0.21352  -0.84711
H  3.66102  -2.71712  -0.35406
H  1.13100  -2.23510  2.75331
H  -2.04096  3.67303  -2.67556
H  4.00287  -4.86142  1.50771
H  -0.84774  1.04868  6.02940
H  -0.04119  1.71285  2.12068
H  0.73688  -5.17966  -2.84615
H  -1.51892  2.56025  -3.94190
H  -1.97564  4.91194  -4.76119
H  1.75534  2.74193  -1.42022
H  -2.21709  -1.06122  -2.61708
H  2.37124  0.44811  -1.88017
H  -2.47233  0.61741  5.49296

## Properties
frontier orbital gap	7.449	eV
total charge	+1

Maximum force values (in eV Å⁻¹) by entry order: 5.9, 4.0, 4.4, 7.3, 4.5, 2.7.
Total energy values (in eV) by entry order: -21674.1548, -16265.0061, -20054.2660, -74028.1307, -75843.9438, -105155.1542.